Record 1
Here is C35H62I2O8 as an isolated structure at a distorted geometry from the OMol25 dataset. Energies are from ωB97M-V/def2-TZVPD.

XYZ file:
```
107
Properties=species:S:1:pos:R:3:lowdin_charge:R:1
I 6.3569 4.1986 -1.4711 0.919
I 9.4589 4.5225 0.4669 0.885
O -2.0045 4.3274 -5.4742 -0.192
O -6.1636 -1.3761 1.1967 -0.121
O 5.1560 1.7413 0.9534 0.120
O -7.1728 -4.1555 1.9612 -0.193
O -3.7266 -2.9827 0.3244 -0.181
O -2.0497 1.9189 -3.6091 -0.136
O -4.9516 2.9022 -3.7161 -0.192
O 6.7255 -1.5312 -2.8522 0.134
C 1.5048 0.0342 5.3120 -0.213
C 5.4940 1.0090 0.0665 -0.361
C 1.5139 -0.1496 -1.3407 -0.201
C 1.9531 -1.6105 -1.1207 -0.200
C -0.5551 0.2558 0.2494 -0.189
C 4.7939 -0.2585 -0.1920 0.069
C 8.4858 2.7263 0.1424 -0.842
C 4.4069 -2.3846 -1.4896 -0.140
C 3.6692 -1.3923 5.3496 -0.268
C -2.2576 1.9709 -5.0083 -0.184
C -6.1803 2.2177 -3.7694 -0.113
C 0.1559 -0.5043 1.3777 -0.207
C 7.3655 2.6277 -0.5619 -0.791
C -6.8234 -2.3454 0.4041 -0.188
C -2.8675 -2.7801 -0.7728 -0.106
C -3.7639 -1.8729 1.2027 -0.212
C 1.3762 0.8794 4.0399 -0.218
C 3.0237 -2.1254 -2.1070 -0.174
C 6.3422 -0.7913 -1.9951 -0.341
C 0.0103 0.1329 -1.1909 -0.188
C 2.9348 -0.1429 5.8471 -0.223
C -7.8226 -3.1841 1.1645 -0.212
C 3.8089 -1.5052 3.8306 -0.120
C 7.0525 0.4707 -1.7382 0.068
C -1.4606 3.0440 -5.7107 -0.211
C -0.5249 -0.2665 2.7370 -0.207
C -1.0619 5.3644 -5.6068 -0.113
C 5.1474 -1.1159 -1.1585 -0.110
C -0.0517 0.9827 3.4988 -0.203
C -7.9630 -4.6103 3.0337 -0.113
C -2.7180 2.8671 -2.7971 -0.183
C -4.1827 2.5736 -2.5759 -0.208
C 6.6696 1.3367 -0.7955 -0.248
C 9.1203 1.5643 0.8727 -0.148
C -5.0615 -1.8112 1.9704 -0.181
H -3.1438 -1.8816 -1.3374 0.089
H -2.5840 3.8850 -3.1711 0.125
H 4.6708 -1.4284 5.7988 0.102
H 3.1480 -1.3967 -2.9177 0.112
H 2.8674 -1.8079 3.3517 0.067
H -7.3850 -1.7679 -0.3336 0.127
H 5.0139 -2.9651 -2.1888 0.110
H 0.1569 -1.5783 1.1472 0.107
H -1.8928 1.0102 -5.3792 0.128
H -4.3019 1.5107 -2.3293 0.125
H -0.7301 1.1557 4.3487 0.111
H -0.1968 1.0766 -1.7126 0.093
H -0.3882 -1.1482 3.3799 0.106
H -2.2292 2.7870 -1.8228 0.121
H 4.3008 -2.9778 -0.5716 0.128
H -4.5241 3.1608 -1.7115 0.130
H 2.6945 -3.0561 -2.5850 0.110
H 4.5692 -2.2470 3.5534 0.070
H -8.4839 -3.6767 0.4373 0.128
H -6.1120 -2.9874 -0.1215 0.125
H 2.3284 -1.7444 -0.0988 0.087
H 3.9555 -0.4545 0.4727 0.117
H -8.2811 -3.7800 3.6748 0.088
H 2.0647 0.5137 -0.6562 0.103
H 8.5893 1.3930 1.8187 0.094
H -2.9357 -1.9488 1.9217 0.120
H -2.9563 -3.6499 -1.4209 0.090
H -6.6604 2.4873 -4.7080 0.087
H -5.2623 -2.7693 2.4561 0.126
H 1.8161 0.1628 -2.3495 0.107
H 2.0258 0.4721 3.2581 0.081
H 10.1670 1.7612 1.1107 0.049
H -7.3526 -5.2964 3.6174 0.087
H 4.1118 -0.5446 3.4020 0.065
H 2.8992 -0.1969 6.9431 0.104
H -4.9398 -1.0477 2.7424 0.129
H -3.6372 -0.9409 0.6374 0.115
H 7.9011 0.6689 -2.3892 0.144
H -1.5939 -0.1031 0.2480 0.080
H 1.2100 -0.2014 1.4356 0.092
H 1.0644 -2.2519 -1.1841 0.105
H -1.6075 -0.1835 2.5689 0.093
H -8.4386 -2.5275 1.7916 0.127
H 3.1297 -2.2738 5.7295 0.106
H -0.1480 1.8619 2.8479 0.107
H -0.5582 -0.6279 -1.7463 0.103
H 1.7620 1.8869 4.2519 0.117
H -0.6085 1.3220 0.5128 0.110
H -1.5620 6.2921 -5.3359 0.088
H -1.8204 -2.6795 -0.4573 0.078
H 3.5314 0.7490 5.6010 0.112
H -0.4208 3.0020 -5.3633 0.126
H 9.0701 0.6470 0.2776 0.077
H 0.8786 0.4937 6.0908 0.110
H -3.3183 2.0591 -5.2554 0.124
H -6.0334 1.1314 -3.7412 0.087
H -8.8567 -5.1417 2.6857 0.088
H -1.4669 2.8263 -6.7884 0.128
H -0.2046 5.2122 -4.9408 0.088
H 1.0782 -0.9675 5.1322 0.108
H -0.6914 5.4506 -6.6353 0.088
H -6.8411 2.4992 -2.9410 0.088
```

Orbital gap in eV: 7.5
Charge: 0
LUMO energy in eV: -1.460
Spin multiplicity: 1

---

Record 2
Here is C35H63GeN6PSi4W as an isolated structure at a distorted geometry from the OMol25 dataset. Energies are from ωB97M-V/def2-TZVPD.

XYZ file:
```
111
Properties=species:S:1:pos:R:3:lowdin_charge:R:1
W -8.3973 -18.1865 -0.4954 1.009
Ge -6.1681 -17.0424 -3.3233 0.755
P -5.9912 -20.4323 0.3617 0.826
Si -12.5786 -17.9336 -0.9129 0.329
Si -10.5153 -18.8712 -1.7158 0.296
Si -10.8728 -21.3017 -1.5034 0.322
Si -10.6760 -18.6320 -3.9757 0.295
N -9.0746 -16.2607 0.2812 0.006
N -10.0326 -18.4628 3.6942 -0.139
N -9.8659 -14.4334 1.5721 0.147
N -7.4535 -19.8308 -0.0489 -0.416
N -9.7634 -16.5086 2.4606 0.157
N -9.4189 -18.6245 1.4596 0.018
C -10.6893 -17.8010 4.8169 -0.031
C -10.4791 -21.7301 0.2711 -0.257
C -13.2105 -18.8129 0.5861 -0.245
C -9.8108 -22.3830 -2.5653 -0.207
C -10.7618 -16.8738 -4.7363 -0.208
C -4.9943 -20.5301 4.3787 -0.073
C -3.6208 -17.1224 0.4381 -0.090
C -4.6203 -19.2330 -0.0590 -0.288
C -4.8991 -24.3971 -0.2948 -0.082
C -7.1712 -16.1834 -4.7834 -0.229
C -12.0902 -19.5514 -4.8668 -0.214
C -5.4435 -24.5652 -1.5695 -0.076
C -14.0234 -17.8390 -2.1027 -0.221
C -9.1207 -19.3327 -4.8060 -0.227
C -12.6263 -21.8266 -1.7889 -0.231
C -6.9753 -21.8165 4.0316 -0.113
C -4.9762 -23.1283 0.3226 -0.052
C -12.2588 -16.1912 -0.1217 -0.240
C -9.7654 -17.9077 2.4894 -0.378
C -6.1366 -22.2568 -1.6112 -0.109
C -9.9226 -19.8842 3.8610 -0.047
C -4.9454 -20.2594 3.0332 -0.066
C -6.0574 -23.4849 -2.2240 -0.074
C -5.5886 -22.0051 -0.3424 -0.302
C -7.3546 -17.0777 -1.7343 -0.530
C -9.5553 -15.7950 1.3266 -0.536
C -6.9198 -21.5745 2.6722 -0.101
C -2.4510 -17.5336 -0.1768 -0.091
C -4.4764 -15.9680 -3.0615 -0.216
C -5.4312 -18.8634 -3.8280 -0.213
C -6.0421 -21.2852 4.8771 -0.094
C -5.8652 -20.7938 2.1305 -0.275
C -2.4255 -18.7775 -0.7764 -0.097
C -4.6916 -17.9646 0.5105 -0.118
C -3.5004 -19.6352 -0.7030 -0.103
H -6.1189 -21.4010 5.9524 0.106
H -4.1731 -15.6200 -4.0527 0.009
H -10.8363 -14.2933 1.8663 0.105
H -9.1339 -20.4701 -4.9122 0.046
H -5.4089 -25.5562 -1.9165 0.085
H -6.5826 -23.6792 -3.1926 0.123
H -10.3899 -16.8118 4.9820 0.053
H -6.7318 -21.4033 -2.0158 0.088
H -5.7599 -19.0075 -4.8692 0.007
H -12.7160 -21.7706 -2.8778 0.000
H -11.6659 -15.5106 -0.7030 -0.003
H -10.5136 -18.4011 5.7306 0.105
H -10.6611 -22.7915 0.5318 0.035
H -14.3316 -18.8982 -2.2586 0.035
H -13.1206 -19.3355 -4.7083 0.001
H -9.7755 -23.4037 -2.2326 0.029
H -11.6682 -16.3706 -4.3618 0.020
H -1.5223 -19.1149 -1.3621 0.125
H -4.3507 -18.7430 -3.8582 -0.004
H -12.5189 -18.5767 1.4620 0.028
H -8.9882 -18.8986 -5.7963 0.021
H -4.5990 -23.0775 1.3784 0.117
H -4.4571 -15.1158 -2.4097 0.000
H -9.4614 -19.6115 1.5717 0.001
H -9.0708 -20.1459 3.2570 0.054
H -13.1191 -19.9004 0.4944 0.001
H -10.7058 -16.8411 -5.7997 0.020
H -4.2164 -19.6280 2.5847 0.092
H -7.7806 -22.5381 4.3799 0.134
H -3.7856 -16.1449 0.8246 0.101
H -14.8065 -17.2939 -1.5453 0.031
H -9.6848 -13.8098 0.8637 0.058
H -8.9749 -15.5221 -0.4097 0.082
H -9.3624 -21.7057 0.4539 0.007
H -7.6389 -21.9529 1.9613 0.091
H -8.2557 -19.0489 -4.2224 -0.024
H -14.2108 -18.5802 0.9844 0.037
H -7.9595 -15.5575 -4.3648 0.000
H -7.3771 -16.0416 -1.4423 -0.102
H -10.7511 -20.4961 3.4936 0.106
H -13.4976 -21.2212 -1.4111 0.029
H -9.9375 -16.3715 -4.2644 -0.019
H -9.5526 -20.1126 4.8562 0.095
H -5.6391 -17.7013 0.9211 0.075
H -8.7938 -22.0524 -2.7518 0.002
H -1.5463 -16.8553 -0.3072 0.130
H -6.4834 -15.5526 -5.2956 -0.011
H -9.9612 -16.0514 3.3647 0.145
H -11.8712 -16.3731 0.9189 0.003
H -4.3736 -19.9673 5.0210 0.095
H -13.2882 -15.6477 0.0243 0.062
H -12.0346 -20.6460 -4.6397 0.016
H -13.8783 -17.2948 -3.0033 0.001
H -3.7273 -16.6219 -2.7007 -0.035
H -5.7327 -19.6872 -3.1626 -0.010
H -11.8960 -19.3765 -5.9039 0.013
H -10.2606 -22.2952 -3.5758 0.030
H -4.4535 -25.2397 0.2497 0.107
H -10.9839 -21.1280 1.0385 0.000
H -7.6653 -17.0014 -5.3912 0.021
H -12.8779 -22.8918 -1.4751 0.055
H -3.4749 -20.6393 -1.1194 0.109
H -11.7558 -17.7105 4.6395 0.095
```

Orbital gap (alpha / beta) in eV: 5.0 / 6.5
Charge: 0
LUMO energy (alpha / beta) in eV: 0.076 / 0.040
Spin multiplicity: 3